one) Entry from OMol25: a single C4H8N4 molecule (the ωB97M-V functional and the def2-TZVPD basis).

Each line ends with the Löwdin charge.
Element x y z (Å)
C 0.63 0.89 1.41  -0.15
N -0.27 -0.09 1.72  -0.03
C -0.82 -1.30 1.09  -0.29
N -1.12 -1.88 0.03  0.05
C -0.73 -1.31 -1.30  -0.19
C -0.10 0.00 -0.79  -0.22
N 0.88 1.18 -1.06  -0.13
N 1.10 1.61 0.25  -0.07
H 0.91 1.53 2.30  0.12
H -0.93 -1.82 2.06  0.11
H 0.05 -1.71 -2.02  0.12
H -1.59 -1.32 -2.03  0.11
H 0.53 -0.56 -0.02  0.10
H -0.84 0.65 -0.15  0.13
H 0.39 1.86 -1.89  0.19
H 1.91 2.27 0.39  0.15

## Properties
- 2S+1 = 1
- SMILES = C1=N\C=N/CCNN/1
- highest occupied orbital energy (hartree) = -0.29464


two) Entry from OMol25: a single C4H8N4 molecule (the ωB97M-V functional and the def2-TZVPD basis).

Each line ends with the Löwdin charge.
Element x y z (Å)
H -1.33 0.62 2.13  0.06
N -1.73 -0.25 1.79  0.12
C -1.21 -0.67 0.72  -0.52
N -1.53 -1.93 0.24  0.12
N -0.57 0.22 -0.35  0.11
C 0.74 0.43 -0.04  -0.47
C 1.19 -0.23 1.09  0.04
N 1.46 1.47 -0.58  0.04
C 1.51 1.77 -1.80  -0.03
H -2.34 -2.32 0.70  0.09
H -1.54 -2.05 -0.76  0.08
H -0.85 0.18 -1.32  0.12
H 1.10 -1.29 1.21  0.06
H 2.00 0.22 1.65  0.05
H 0.98 1.23 -2.60  0.07
H 2.11 2.62 -2.10  0.07

## Properties
- 2S+1 = 1
- SMILES = [H]/N=C(/N)NC(=C)N=C
- highest occupied orbital energy (hartree) = -0.28651


Least stable = one)


one) Entry from OMol25: 2 unconnected molecules or ions with the total composition CH5IN2 (the ωB97M-V functional and the def2-TZVPD basis).

Each line ends with the Löwdin charge.
Element x y z (Å)
C -0.91 -1.61 -0.16  -0.58
N 0.39 1.37 -0.03  -0.23
N 1.36 0.47 -0.21  -0.04
I -2.09 0.01 0.19  0.89
H -0.46 -1.64 -1.12  -0.05
H -0.18 -1.84 0.54  -0.08
H 0.69 2.27 -0.36  0.08
H 0.03 1.40 0.96  0.04
H 1.19 -0.43 0.19  -0.03

## Properties
- 2S+1 = 1
- highest occupied orbital energy (spin up / spin down) (hartree) = -0.30464 / -0.29713


two) Entry from OMol25: 2 unconnected molecules or ions with the total composition CH5IN2 (the ωB97M-V functional and the def2-TZVPD basis).

Each line ends with the Löwdin charge.
Element x y z (Å)
C -1.40 -1.16 0.43  -0.57
N 1.71 0.65 -0.24  -0.12
N 0.53 1.05 -0.57  -0.07
I -3.39 -0.76 -0.13  0.67
H -0.72 -1.34 -0.39  -0.06
H -0.95 -0.46 1.08  -0.09
H 2.32 0.63 -1.03  0.07
H 1.94 0.03 0.63  0.14
H -0.03 1.36 0.22  0.03

## Properties
- 2S+1 = 1
- highest occupied orbital energy (spin up / spin down) (hartree) = -0.31623 / -0.28428


Least stable = one)


one) Entry from OMol25: 2 unconnected molecules or ions with the total composition C2H10N2 (the ωB97M-V functional and the def2-TZVPD basis).

Each line ends with the Löwdin charge.
Element x y z (Å)
C 0.47 2.88 0.46  -0.21
N 1.10 2.67 1.76  -0.10
H 0.41 3.87 0.08  0.05
H -0.54 2.49 0.41  0.05
H 1.06 2.23 -0.23  0.08
H 1.76 1.87 1.78  0.07
H 1.62 3.55 2.00  0.07
C -1.30 -2.47 -1.02  -0.15
N -0.17 -3.44 -0.86  -0.02
H -1.07 -1.44 -0.76  0.06
H -2.21 -2.81 -0.62  0.05
H -1.54 -2.43 -2.06  0.05
H 0.70 -3.08 -0.91  0.01
H -0.28 -3.91 -0.03  0.01

## Properties
- 2S+1 = 1
- SMILES = CN.CN
- highest occupied orbital energy (hartree) = -0.33510


two) Entry from OMol25: 2 unconnected molecules or ions with the total composition C2H10N2 (the ωB97M-V functional and the def2-TZVPD basis).

Each line ends with the Löwdin charge.
Element x y z (Å)
C 1.84 0.51 2.41  -0.22
N 2.03 -0.34 1.24  -0.09
H 2.67 1.17 2.43  0.05
H 1.75 0.04 3.42  0.08
H 0.94 1.11 2.33  0.05
H 1.26 -1.03 1.32  0.06
H 2.02 0.24 0.38  0.07
C -2.07 -0.51 -1.55  -0.22
N -1.33 0.13 -2.61  -0.05
H -2.90 -1.30 -1.76  0.08
H -2.78 0.14 -0.99  0.07
H -1.42 -0.92 -0.81  0.04
H -0.48 -0.27 -2.98  0.06
H -1.52 1.03 -2.84  0.02

## Properties
- 2S+1 = 1
- SMILES = CN.CN
- highest occupied orbital energy (hartree) = -0.32310


Least stable = two)


one) Entry from OMol25: 2 unconnected molecules or ions with the total composition C8H11N4 (the ωB97M-V functional and the def2-TZVPD basis).

Each line ends with the Löwdin charge.
Element x y z (Å)
C -1.76 0.89 -1.22  -0.02
C -3.02 0.89 -0.60  -0.08
C -1.55 1.65 0.89  -0.01
C -0.86 1.31 -0.28  -0.25
C 3.35 -0.01 -0.23  -0.10
C 2.94 1.27 -0.59  -0.07
C 1.43 -0.86 0.83  0.02
C 0.52 1.27 -0.40  0.07
N 2.51 -0.92 0.15  0.05
N 1.63 1.60 -0.56  0.19
N -2.84 1.46 0.60  0.04
N -0.48 -3.02 0.09  -0.01
H -1.49 0.56 -2.31  0.16
H -3.99 0.89 -1.11  0.14
H -1.07 2.06 1.72  0.13
H 4.32 -0.41 -0.27  0.12
H 3.56 1.90 -1.16  0.10
H 1.42 -0.39 1.91  0.14
H 0.72 -1.66 0.80  0.01
H -3.65 1.65 1.28  0.22
H -1.11 -3.10 0.87  0.02
H 0.23 -3.79 0.41  0.09
H -0.80 -3.24 -0.84  0.02

## Properties
- 2S+1 = 1
- net charge = +1
- highest occupied orbital energy (hartree) = -0.44568


two) Entry from OMol25: a gas-phase ion, C8H11N4 (charge +1) (the ωB97M-V functional and the def2-TZVPD basis).

Each line ends with the Löwdin charge.
Element x y z (Å)
C 0.65 1.68 -2.04  0.03
C 0.52 0.65 -0.99  -0.23
C 0.96 0.97 0.40  0.03
C 0.06 1.12 1.41  -0.28
C 0.49 1.52 2.83  0.03
N -1.20 0.62 1.34  0.18
C -1.70 -0.15 0.53  -0.10
N -2.13 -1.11 -0.08  0.20
C -1.41 -2.10 -0.71  -0.36
C -0.80 -3.12 0.26  0.02
N -0.17 -1.68 -1.31  0.19
N 0.23 -0.56 -1.26  0.18
H 0.28 2.50 -1.55  0.06
H 0.04 1.40 -2.97  0.14
H 1.71 1.75 -2.39  0.13
H 1.91 1.39 0.51  0.11
H 1.52 1.47 2.77  0.06
H -0.07 0.87 3.43  0.08
H 0.11 2.52 3.01  0.10
H -1.82 -2.60 -1.58  0.17
H -1.69 -3.75 0.55  0.13
H -0.49 -2.65 1.13  0.07
H -0.08 -3.59 -0.26  0.05

## Properties
- 2S+1 = 1
- SMILES = CC1=C/C(C)=N\C#[N+][C@H](C)/N=N\1
- net charge = +1
- highest occupied orbital energy (spin up / spin down) (hartree) = -0.48352 / -0.48352


Least stable = two)


one) Entry from OMol25: a gas-phase ion, C8H11N4 (charge +1) (the ωB97M-V functional and the def2-TZVPD basis).

Each line ends with the Löwdin charge.
Element x y z (Å)
C 2.44 0.78 0.14  -0.12
C 0.70 -0.33 0.23  0.06
C 0.37 0.97 0.09  -0.30
C -1.98 0.87 0.13  -0.09
C -1.38 -1.53 0.01  -0.07
C -1.51 -2.75 -0.38  0.03
C 2.57 -1.80 0.13  0.02
C -0.94 2.94 -0.18  0.00
N 1.47 1.70 0.07  0.16
N 2.02 -0.45 0.20  -0.11
N -0.93 1.55 0.06  -0.04
N -2.27 -0.43 0.24  0.09
H 3.43 0.85 -0.08  0.12
H -2.94 1.38 0.20  0.18
H -2.55 -3.10 -0.66  0.11
H -0.62 -3.38 -0.47  0.08
H 3.14 -2.02 1.09  0.12
H 1.65 -2.41 0.02  0.09
H 3.31 -1.89 -0.68  0.11
H -1.84 3.49 0.23  0.13
H -0.07 3.19 0.40  0.09
H -0.83 3.14 -1.25  0.12
H -3.25 -0.78 0.46  0.20

## Properties
- 2S+1 = 1
- net charge = +1
- highest occupied orbital energy (hartree) = -0.45461


two) Entry from OMol25: a gas-phase ion, C8H11N4 (charge +1) (the ωB97M-V functional and the def2-TZVPD basis).

Each line ends with the Löwdin charge.
Element x y z (Å)
C 0.37 -2.58 -0.43  0.03
C -0.63 -1.74 -0.93  -0.14
N -0.63 -0.31 -0.83  0.01
C -1.83 0.23 -0.35  -0.37
N -2.57 -0.30 0.63  0.24
N -2.25 1.33 -0.94  0.26
C 0.53 0.23 -0.11  -0.22
C 1.51 0.90 -0.84  0.03
C 2.55 1.40 -0.06  -0.03
C 2.56 1.18 1.30  -0.12
N 1.64 0.53 2.03  0.12
C 0.65 0.11 1.25  -0.11
H 0.33 -2.88 0.62  0.07
H 1.17 -2.99 -1.04  0.07
H -1.48 -2.17 -1.48  0.12
H -2.07 -1.00 1.18  0.12
H -3.04 0.39 1.21  0.15
H -2.99 1.91 -0.58  0.15
H -1.86 1.60 -1.83  0.15
H 1.44 1.05 -1.91  0.13
H 3.35 1.97 -0.52  0.12
H 3.41 1.56 1.86  0.12
H -0.16 -0.41 1.77  0.11

## Properties
- 2S+1 = 1
- SMILES = C=CN(C(N)=[NH2+])c1cccnc1
- net charge = +1
- highest occupied orbital energy (hartree) = -0.41270


Least stable = one)


one) Entry from OMol25: 2 unconnected molecules or ions with the total composition C2H3FS2 (the ωB97M-V functional and the def2-TZVPD basis).

Each line ends with the Löwdin charge.
Element x y z (Å)
C -0.38 0.30 -0.17  -1.12
C 0.76 -0.76 0.03  -0.47
H -1.39 2.06 -0.36  -0.10
H 0.54 -1.00 1.18  0.13
H 0.47 -1.98 -0.68  0.21
F 1.93 -0.33 -0.04  0.04
S -0.04 2.08 0.03  0.71
S -1.89 -0.37 0.02  0.60

## Properties
- 2S+1 = 1
- highest occupied orbital energy (hartree) = -0.33189


two) Entry from OMol25: 2 unconnected molecules or ions with the total composition C2H3FS2 (the ωB97M-V functional and the def2-TZVPD basis).

Each line ends with the Löwdin charge.
Element x y z (Å)
F -1.49 0.60 0.55  -0.08
C -1.97 -0.61 0.25  -0.76
S -3.01 -0.95 -0.92  0.70
H -1.61 -1.41 0.94  0.07
C 2.10 0.62 -0.32  -0.53
S 1.49 0.21 1.15  0.59
H 3.01 0.22 -0.75  0.00
H 1.48 1.32 -0.90  0.00

## Properties
- 2S+1 = 1
- SMILES = FC=S.C=S
- highest occupied orbital energy (hartree) = -0.33020


three) Entry from OMol25: 2 unconnected molecules or ions with the total composition C2H3FS2 (the ωB97M-V functional and the def2-TZVPD basis).

Each line ends with the Löwdin charge.
Element x y z (Å)
C 1.35 0.51 -1.06  -0.07
C 1.05 1.28 -0.07  -0.81
S 0.75 1.97 1.29  0.74
H 2.29 0.92 -1.43  0.08
H 0.70 -0.10 -1.60  0.05
F -1.80 -2.58 0.32  -0.57
S -2.38 -1.04 0.60  0.71
H -1.97 -0.95 1.94  -0.12

## Properties
- 2S+1 = 1
- SMILES = C=C=S.FS
- highest occupied orbital energy (hartree) = -0.32045


Least stable = one)